The following is a quantum chemistry calculation of 3 unconnected molecules or ions with the total composition C29H51N3O8 in a non-equilibrium geometry, from OMol25.

LUMO = -0.187 eV
HOMO-LUMO gap = 8.982 eV
E_HOMO = -9.169 eV

Structure (XYZ):
```
91
C29H51N3O8 | OMol25 | the ωB97M-V functional and the def2-TZVPD basis
C -5.40 -1.20 4.99
C -4.28 -1.04 3.94
O -3.72 0.27 3.94
C -2.30 0.15 3.93
C -1.60 1.50 3.71
O -0.69 1.48 2.62
C 0.64 1.15 3.00
C 0.84 -0.38 3.10
C 1.23 -0.96 4.27
C 1.55 -0.19 5.54
C 0.35 0.33 6.32
O 0.32 1.44 6.80
C 1.35 -2.40 4.27
C 1.78 -3.09 5.57
O 3.15 -2.81 5.84
C 4.00 -3.03 4.72
C 1.09 -3.13 3.17
C 0.71 -2.52 1.95
N 0.46 -3.34 0.88
C 0.13 -2.65 -0.18
C 0.03 -1.23 -0.25
C -0.32 -0.57 -1.57
C 0.90 -0.42 -2.55
C 2.29 -0.55 -1.89
C 2.89 -1.97 -1.97
N 4.37 -1.89 -2.01
N 0.24 -0.46 0.79
C 0.59 -1.14 1.92
H -5.20 -0.63 5.90
H -6.36 -0.92 4.53
H -5.46 -2.27 5.23
H -4.66 -1.33 2.94
H -3.51 -1.79 4.18
H -2.00 -0.51 3.10
H -1.98 -0.31 4.88
H -2.37 2.24 3.44
H -1.13 1.89 4.62
H 1.33 1.51 2.22
H 0.94 1.65 3.93
H 2.13 0.70 5.26
H 2.19 -0.74 6.24
H -0.54 -0.32 6.52
H 1.20 -2.63 6.38
H 1.57 -4.17 5.54
H 4.99 -3.27 5.13
H 3.69 -3.91 4.14
H 4.12 -2.15 4.08
H 1.17 -4.21 3.21
H -0.09 -3.22 -1.09
H -0.77 0.40 -1.32
H -1.14 -1.16 -2.01
H 0.85 0.61 -2.96
H 0.83 -1.09 -3.42
H 2.98 0.06 -2.49
H 2.34 -0.15 -0.87
H 2.57 -2.61 -1.13
H 2.58 -2.46 -2.91
H 4.71 -1.68 -1.07
H 4.75 -2.80 -2.22
C 2.42 5.69 -1.74
O 2.08 6.04 -3.07
C 2.79 5.27 -4.03
C 1.96 4.13 -4.57
O 1.66 3.17 -3.56
C 0.36 3.33 -3.02
H 1.64 6.10 -1.09
H 2.47 4.61 -1.59
H 3.37 6.15 -1.46
H 3.73 4.90 -3.61
H 3.04 5.94 -4.86
H 2.53 3.60 -5.34
H 1.04 4.50 -5.03
H -0.38 2.91 -3.71
H 0.12 4.38 -2.82
H 0.32 2.78 -2.08
C -1.59 -1.80 -5.27
O -1.87 -0.51 -4.75
C -2.13 0.45 -5.77
C -3.62 0.67 -5.97
O -4.27 -0.49 -6.45
C -4.93 -1.22 -5.42
H -1.70 -2.52 -4.46
H -2.28 -2.07 -6.08
H -0.56 -1.84 -5.64
H -1.66 0.14 -6.71
H -1.67 1.39 -5.46
H -3.76 1.45 -6.72
H -4.08 1.02 -5.04
H -5.87 -0.73 -5.17
H -4.31 -1.31 -4.53
H -5.14 -2.22 -5.81
```


The following is a quantum chemistry calculation of 5 unconnected molecules or ions with the total composition C29H51N6O3 in a non-equilibrium geometry, from OMol25.

⟨S²⟩ = 0.7544
LUMO (alpha / beta) = 0.518 / 0.306 eV
HOMO-LUMO gap (alpha / beta) = 8.907 / 9.218 eV
E_HOMO (alpha / beta) = -8.389 / -8.913 eV
2S+1 = 2

Structure (XYZ):
```
89
C29H51N6O3 | OMol25 | the ωB97M-V functional and the def2-TZVPD basis
C -0.62 0.56 -5.41
C -1.80 0.83 -4.67
C -2.73 -0.34 -4.11
O -3.45 -0.94 -4.94
O -2.73 -0.59 -2.73
C -3.08 -1.97 -2.43
C -1.98 -3.04 -2.91
C -1.51 -3.98 -1.69
C -0.06 -3.47 -1.21
C 0.18 -3.57 0.37
C -0.51 -2.42 1.23
C 0.39 -1.12 1.50
C -0.34 -0.36 2.75
C 0.26 1.08 3.07
C -0.74 2.30 2.69
N -1.33 2.95 3.91
C 1.88 -1.41 1.97
C 3.06 -1.01 0.97
C 4.02 0.06 1.74
C 4.00 -2.33 0.82
N 2.69 -0.62 -0.40
O 2.57 -1.63 -1.22
C 1.54 0.33 -0.50
C 1.17 0.41 -2.08
C 1.92 1.86 -0.10
C 0.20 -0.15 0.24
H -0.56 -0.31 -6.15
H 0.29 1.22 -5.20
H -2.12 1.90 -4.45
H -3.14 -2.05 -1.29
H -4.09 -2.25 -2.86
H -2.40 -3.71 -3.75
H -1.12 -2.44 -3.38
H -1.37 -5.04 -2.10
H -2.22 -3.97 -0.80
H 0.70 -4.19 -1.69
H 0.15 -2.46 -1.66
H 1.30 -3.69 0.53
H -0.29 -4.56 0.70
H -0.79 -2.85 2.26
H -1.51 -2.06 0.78
H -0.24 -1.01 3.68
H -1.43 -0.24 2.48
H 0.37 1.15 4.21
H 1.31 1.24 2.65
H -0.17 3.11 2.13
H -1.63 1.93 2.06
H -1.60 3.92 3.67
H -0.64 2.95 4.67
H 2.12 -0.91 2.98
H 1.96 -2.53 2.19
H 3.49 1.02 1.99
H 4.44 -0.50 2.63
H 4.92 0.21 1.02
H 4.49 -2.51 1.84
H 4.78 -2.19 -0.01
H 3.41 -3.26 0.56
H 2.07 0.68 -2.72
H 0.62 -0.51 -2.45
H 0.42 1.29 -2.17
H 3.02 2.01 0.10
H 1.67 2.54 -0.99
H 1.25 2.24 0.75
H -0.41 0.80 0.44
H -0.40 -0.73 -0.55
C 3.91 4.11 2.51
C 2.54 4.29 3.01
N 1.47 4.44 3.41
H 4.27 5.00 1.99
H 4.61 3.90 3.32
H 3.97 3.28 1.80
C 2.74 2.77 -7.33
C 2.40 2.58 -5.91
N 2.14 2.43 -4.80
H 2.49 1.89 -7.92
H 2.19 3.62 -7.75
H 3.80 2.96 -7.46
C -3.42 4.26 6.40
C -3.33 4.37 7.86
N -3.25 4.47 9.00
H -3.31 5.23 5.91
H -2.65 3.59 6.00
H -4.39 3.85 6.09
C -6.39 -3.63 -1.02
C -5.10 -4.12 -0.51
N -4.09 -4.51 -0.12
H -6.90 -4.38 -1.62
H -7.06 -3.36 -0.20
H -6.26 -2.74 -1.64
```


no.,E (eV),molar mass (g/mol)
1,-51745.821,569.7
2,-45974.298,531.8